{
  "formula": "C34H57ClInNP",
  "method": "ωB97M-V with the def2-TZVPD basis set",
  "species": ["In", "Cl", "P", "C", "H", "H", "C", "C", "C", "H", "C", "H", "H", "C", "H", "H", "C", "H", "H", "C", "H", "H", "H", "H", "C", "C", "H", "C", "H", "H", "C", "H", "H", "C", "H", "H", "C", "H", "H", "H", "H", "C", "H", "C", "H", "H", "C", "H", "H", "C", "H", "H", "C", "H", "H", "H", "H", "C", "C", "H", "C", "H", "C", "H", "H", "C", "H", "H", "C", "H", "H", "H", "H", "C", "N", "C", "C", "C", "C", "C", "C", "C", "C", "H", "H", "H", "H", "H", "H", "H", "H", "H", "H", "H", "H"],
  "coordinates": [[0.125, 1.466, 3.344], [1.017, -0.489, 2.075], [-0.172, 0.179, -2.429], [-0.903, -0.757, -1.015], [-0.179, -0.641, -0.187], [-1.768, -0.137, -0.713], [1.659, 0.377, -2.326], [-0.846, 1.889, -2.183], [2.317, 0.712, -3.681], [1.769, 1.270, -1.680], [3.792, 1.088, -3.484], [2.252, -0.151, -4.359], [1.800, 1.543, -4.186], [4.577, 0.000, -2.743], [4.251, 1.286, -4.460], [3.843, 2.023, -2.911], [3.888, -0.445, -1.446], [4.696, -0.869, -3.402], [5.586, 0.365, -2.514], [2.396, -0.775, -1.625], [4.399, -1.323, -1.032], [3.976, 0.354, -0.696], [2.285, -1.701, -2.212], [1.952, -0.967, -0.636], [-0.718, -0.670, -3.969], [-2.373, 1.940, -2.367], [-0.617, 2.068, -1.113], [-2.941, 3.332, -2.038], [-2.631, 1.682, -3.407], [-2.869, 1.195, -1.730], [-2.236, 4.452, -2.807], [-4.014, 3.340, -2.262], [-2.835, 3.512, -0.959], [-0.711, 4.387, -2.655], [-2.493, 4.376, -3.873], [-2.602, 5.428, -2.465], [-0.142, 2.998, -2.986], [-0.240, 5.131, -3.310], [-0.435, 4.646, -1.622], [-0.257, 2.808, -4.066], [0.940, 3.007, -2.783], [0.112, -1.930, -4.255], [-1.747, -0.986, -3.714], [-0.600, -2.798, -5.298], [1.103, -1.644, -4.635], [0.276, -2.514, -3.342], [-0.885, -2.033, -6.595], [0.013, -3.683, -5.506], [-1.544, -3.159, -4.868], [-1.489, -0.640, -6.367], [0.051, -1.929, -7.157], [-1.563, -2.627, -7.221], [-0.801, 0.171, -5.248], [-1.457, -0.065, -7.300], [-2.548, -0.754, -6.102], [0.212, 0.457, -5.573], [-1.358, 1.105, -5.082], [-0.118, -3.156, -0.895], [-1.316, -2.195, -1.089], [0.527, -3.351, -1.751], [-2.374, -2.474, 0.008], [-1.755, -2.410, -2.081], [-1.728, -2.513, 1.390], [-3.154, -1.704, -0.009], [-2.847, -3.435, -0.231], [-0.786, -3.700, 1.532], [-1.135, -1.601, 1.544], [-2.491, -2.540, 2.176], [0.247, -3.768, 0.367], [-0.254, -3.648, 2.488], [-1.369, -4.630, 1.528], [1.195, -3.314, 0.721], [0.494, -4.828, 0.184], [3.003, 2.299, 4.469], [3.693, 1.974, 3.251], [4.701, 0.946, 3.361], [3.146, 2.172, 1.942], [2.109, 3.258, 1.773], [2.541, 4.566, 1.472], [1.599, 5.566, 1.227], [0.237, 5.246, 1.176], [-0.196, 3.941, 1.492], [0.747, 3.000, 1.899], [3.787, 2.532, 5.213], [2.434, 1.436, 4.872], [2.346, 3.176, 4.358], [4.275, -0.068, 3.241], [5.468, 1.089, 2.587], [5.175, 1.009, 4.353], [4.018, 2.411, 1.300], [2.740, 1.205, 1.575], [3.612, 4.774, 1.440], [1.926, 6.595, 1.047], [-0.506, 6.004, 0.911], [-1.259, 3.693, 1.447]],
  "mol_weight_da": 661.08,
  "total_energy_ev": -64656.8216,
  "homo_ha": -0.036,
  "gap_ev": 3.1,
  "total_charge": -1
}

=====

{
  "formula": "C34H57CuN4OP2",
  "method": "ωB97M-V with the def2-TZVPD basis set",
  "species": ["C", "C", "C", "C", "C", "H", "H", "H", "N", "P", "P", "C", "H", "H", "C", "H", "C", "C", "C", "C", "C", "H", "H", "H", "C", "H", "H", "H", "C", "H", "H", "H", "C", "H", "H", "H", "C", "H", "H", "H", "C", "H", "H", "H", "C", "H", "H", "H", "C", "H", "H", "H", "C", "H", "H", "H", "C", "H", "H", "H", "C", "H", "H", "H", "C", "H", "H", "H", "Cu", "C", "O", "N", "C", "C", "C", "C", "C", "H", "H", "H", "H", "H", "H", "H", "H", "H", "N", "C", "C", "C", "N", "C", "C", "H", "H", "H", "H", "H", "H"],
  "coordinates": [[2.478, -1.285, -1.235], [1.737, 0.726, -2.185], [3.369, -1.433, -2.294], [2.386, 0.439, -3.428], [3.293, -0.624, -3.442], [4.063, -2.298, -2.217], [2.252, 1.100, -4.295], [3.987, -0.810, -4.282], [1.649, -0.257, -1.230], [0.755, -2.463, 0.743], [0.555, 2.467, -0.316], [2.387, -2.350, -0.094], [2.650, -3.327, -0.544], [3.164, -2.130, 0.662], [1.147, 2.018, -1.944], [0.607, 2.418, -2.832], [-1.279, 3.363, -0.273], [1.991, 3.664, -0.189], [-0.218, -3.591, -0.403], [1.143, -3.296, 2.370], [-2.395, 2.516, 0.360], [-2.197, 2.270, 1.408], [-3.348, 3.082, 0.337], [-2.563, 1.583, -0.185], [-1.193, 4.641, 0.565], [-0.911, 4.413, 1.603], [-0.507, 5.379, 0.137], [-2.190, 5.113, 0.596], [-1.709, 3.652, -1.709], [-2.629, 4.267, -1.724], [-0.951, 4.213, -2.271], [-1.933, 2.708, -2.228], [2.034, 4.184, 1.242], [2.038, 3.356, 1.972], [2.972, 4.743, 1.343], [1.205, 4.867, 1.464], [3.297, 2.890, -0.490], [3.372, 1.982, 0.122], [3.369, 2.628, -1.554], [4.150, 3.542, -0.257], [1.748, 4.720, -1.279], [1.489, 4.219, -2.229], [0.958, 5.443, -1.024], [2.694, 5.256, -1.436], [-0.172, -3.786, 2.997], [0.077, -4.230, 3.971], [-0.877, -2.959, 3.169], [-0.665, -4.566, 2.404], [1.784, -2.270, 3.329], [2.733, -1.876, 2.939], [1.107, -1.434, 3.557], [2.003, -2.797, 4.273], [2.125, -4.468, 2.199], [3.050, -4.172, 1.687], [2.389, -4.805, 3.211], [1.675, -5.319, 1.678], [0.031, -3.189, -1.871], [1.053, -3.455, -2.174], [-0.669, -3.749, -2.520], [-0.130, -2.111, -2.018], [-1.710, -3.403, -0.081], [-2.065, -2.395, -0.305], [-2.308, -4.094, -0.691], [-1.956, -3.610, 0.967], [0.139, -5.075, -0.236], [1.207, -5.248, -0.425], [-0.156, -5.472, 0.748], [-0.428, -5.628, -1.005], [-0.207, -0.457, 0.781], [1.377, 0.650, 1.143], [2.357, 0.638, 1.790], [-1.340, -0.263, -0.958], [-1.893, -0.284, -1.996], [-2.226, 0.002, -3.436], [-1.416, 1.119, -4.143], [-1.761, -1.260, -4.203], [-3.731, 0.388, -3.500], [-1.570, 2.130, -3.750], [-0.330, 0.934, -4.132], [-1.751, 1.147, -5.196], [-2.025, -2.226, -3.751], [-2.036, -1.299, -5.270], [-0.662, -1.227, -4.186], [-3.974, 0.956, -4.420], [-4.383, -0.500, -3.420], [-4.008, 1.050, -2.653], [-2.403, 0.534, 6.444], [-2.038, 0.429, 5.142], [-2.487, -0.643, 4.336], [-2.003, -0.756, 3.032], [-1.115, 0.116, 2.513], [-0.758, 1.205, 3.241], [-1.200, 1.391, 4.551], [-3.011, -0.174, 6.880], [-2.101, 1.273, 7.033], [-3.166, -1.393, 4.727], [-2.334, -1.568, 2.381], [-0.096, 1.932, 2.769], [-0.866, 2.266, 5.114]],
  "mol_weight_da": 663.35,
  "total_energy_ev": -107401.2268,
  "homo_ha": [-0.335, -0.337],
  "gap_ev": [7.5, 5.6],
  "de_lowest_kj_mol": 222.81,
  "spin_multiplicity": 2,
  "total_charge": 1
}

=====

Q: Number 1 is which compound?
A: C34H57ClInNP